Entry 1:
A cluster of 3 separate species, C34H78BClFN3O14P3S in total in a non-equilibrium geometry. Source: OMol25; level of theory: wB97M-V/def2-TZVPD.

XYZ file:
```
136
Properties=species:S:1:pos:R:3:mulliken_charge:R:1
C 2.636 2.646 1.864 -1.107
C 2.002 2.724 0.462 -0.271
C 1.617 1.352 -0.090 -0.570
C 1.265 1.366 -1.583 -0.746
C 0.046 2.239 -1.883 -0.300
C -0.268 2.319 -3.386 -1.038
C -1.715 2.768 -3.626 0.102
C -1.904 4.277 -3.426 -0.912
C -3.386 4.668 -3.610 -0.976
C -4.221 4.300 -2.369 -0.881
C -5.206 3.141 -2.618 -1.938
C -6.470 3.194 -1.761 1.660
F -6.014 3.220 -0.438 -0.444
C -7.285 1.894 -2.011 -0.931
C -6.758 0.658 -1.275 -0.493
C -7.004 0.515 0.228 -0.439
C -6.413 -0.823 0.709 -0.929
C -7.138 -2.050 0.128 -0.791
S -6.267 -3.040 -1.079 1.115
O -6.325 -2.381 -2.349 -0.532
O -6.775 -4.367 -0.987 -0.559
Cl -4.353 -3.075 -0.435 -0.189
N -8.774 2.132 -1.817 0.555
C -9.622 0.902 -1.780 -1.000
C -8.971 3.059 -0.681 -0.743
O -10.325 3.070 -0.326 -0.636
C -8.500 4.444 -1.134 -0.991
B -9.725 5.244 -1.844 1.346
O -10.526 4.470 -2.692 -0.586
N -10.066 6.615 -1.571 -0.124
C -8.905 7.491 -1.341 -0.929
C -11.024 6.750 -0.460 -1.125
N -7.261 4.407 -1.951 0.408
P -7.565 4.983 -3.530 -0.120
O -7.645 3.592 -4.425 -0.539
O -6.194 5.732 -3.936 -0.397
H 3.464 3.352 1.928 0.300
H 2.979 1.639 2.094 0.268
H 1.920 2.956 2.626 0.305
H 2.678 3.232 -0.231 0.313
H 1.095 3.329 0.521 0.155
H 2.426 0.634 0.056 0.397
H 0.727 1.005 0.446 0.230
H 2.108 1.757 -2.159 0.307
H 0.999 0.352 -1.889 0.373
H 0.204 3.261 -1.530 0.189
H -0.840 1.845 -1.373 0.259
H 0.382 3.063 -3.850 0.375
H -0.139 1.333 -3.835 0.372
H -2.044 2.527 -4.641 0.392
H -2.381 2.260 -2.919 -0.229
H -1.272 4.820 -4.129 0.424
H -1.637 4.522 -2.395 0.292
H -3.739 4.115 -4.483 0.389
H -3.419 5.739 -3.802 0.402
H -3.539 4.000 -1.572 0.679
H -4.762 5.167 -1.995 0.579
H -5.435 2.981 -3.670 0.591
H -4.700 2.233 -2.280 0.460
H -7.180 1.701 -3.077 0.173
H -5.679 0.624 -1.428 0.711
H -7.142 -0.216 -1.800 0.228
H -6.511 1.296 0.804 0.333
H -8.062 0.502 0.501 0.118
H -5.364 -0.839 0.411 0.543
H -6.435 -0.891 1.794 0.416
H -8.088 -1.799 -0.345 0.327
H -7.354 -2.758 0.927 0.448
H -9.094 2.650 -2.646 0.567
H -9.192 0.139 -2.421 0.476
H -9.775 0.558 -0.766 0.335
H -10.594 1.164 -2.191 0.337
H -8.373 2.748 0.176 0.828
H -10.423 3.534 0.511 0.450
H -8.245 4.962 -0.201 0.017
H -10.562 4.871 -3.563 0.326
H -8.775 7.716 -0.278 0.375
H -9.092 8.451 -1.829 0.292
H -7.988 7.094 -1.771 0.188
H -11.976 6.296 -0.730 0.284
H -10.626 6.324 0.471 0.309
H -11.215 7.811 -0.297 0.386
H -8.197 3.784 -5.191 0.382
H -6.411 6.466 -4.519 0.381
O 6.850 -3.588 4.601 -0.798
P 6.606 -2.235 4.051 1.261
O 5.979 -1.436 5.334 -0.365
C 6.372 -1.710 6.676 -0.230
C 7.393 -0.707 7.175 -1.055
O 5.286 -2.425 3.145 -0.352
C 4.937 -3.693 2.582 0.207
C 3.829 -4.339 3.385 -1.178
O 6.975 -0.884 3.271 -0.433
C 8.092 -0.050 3.631 -0.170
C 9.407 -0.785 3.678 -1.124
H 6.758 -2.726 6.769 0.265
H 5.466 -1.649 7.281 0.339
H 8.329 -0.793 6.618 0.196
H 7.611 -0.879 8.229 0.414
H 7.023 0.313 7.056 0.259
H 5.805 -4.350 2.522 -0.107
H 4.603 -3.496 1.563 0.378
H 4.136 -4.469 4.423 0.278
H 3.571 -5.315 2.970 0.401
H 2.939 -3.709 3.378 0.285
H 7.871 0.435 4.585 0.191
H 8.127 0.729 2.872 0.341
H 9.406 -1.553 4.457 0.288
H 10.223 -0.093 3.889 0.428
H 9.601 -1.276 2.727 0.310
O 10.376 -7.356 1.564 -0.722
P 9.634 -6.595 0.556 0.884
O 10.570 -5.956 -0.563 -0.340
C 11.868 -6.488 -0.855 -0.267
C 11.840 -7.379 -2.078 -1.014
O 9.022 -5.276 1.213 -0.340
C 8.998 -5.093 2.636 0.520
C 10.105 -4.156 3.052 -0.968
O 8.325 -6.985 -0.240 -0.345
C 8.305 -8.123 -1.126 -0.217
C 8.751 -9.406 -0.455 -1.076
H 12.266 -7.027 0.006 0.329
H 12.517 -5.630 -1.032 0.341
H 11.238 -8.271 -1.897 0.189
H 12.850 -7.699 -2.336 0.400
H 11.410 -6.851 -2.931 0.262
H 9.075 -6.046 3.159 0.335
H 8.030 -4.664 2.886 -0.354
H 11.075 -4.547 2.740 0.403
H 10.110 -4.022 4.134 0.360
H 9.978 -3.187 2.577 0.019
H 8.913 -7.900 -2.006 0.236
H 7.274 -8.213 -1.462 0.298
H 9.793 -9.351 -0.138 0.314
H 8.650 -10.246 -1.143 0.378
H 8.149 -9.603 0.433 0.342
```

Output
Max |F| = 6.54 eV Å⁻¹
Relative energy (zero: lowest compared OMol25 entry of this formula, charge and spin) = 0.0 kcal per mole
Charge = +1

=====

Entry 2:
A cluster of 15 separate species, C60H165N15O15 in total in a non-equilibrium geometry. Source: OMol25; level of theory: wB97M-V/def2-TZVPD.

XYZ file:
```
255
Properties=species:S:1:pos:R:3:mulliken_charge:R:1
C -0.259 3.381 -5.518 -1.230
C -1.274 2.935 -6.592 0.629
C -2.467 2.118 -6.108 -0.804
O -1.888 0.854 -5.593 -0.430
C -1.804 0.798 -4.198 0.604
N -1.835 4.134 -7.293 -0.796
H 0.545 2.649 -5.449 0.093
H -0.672 3.562 -4.526 0.186
H 0.368 4.207 -5.853 0.536
H -0.770 2.331 -7.346 0.278
H -3.167 1.892 -6.913 0.316
H -2.994 2.764 -5.406 0.351
H -1.354 -0.138 -3.866 -0.533
H -2.833 0.781 -3.838 0.528
H -1.171 1.541 -3.714 -0.352
H -2.482 4.661 -6.724 0.271
H -2.420 3.649 -7.958 0.311
C -3.673 -2.652 0.082 -1.192
C -5.156 -2.649 0.603 -0.082
C -5.217 -2.836 2.140 -0.762
O -4.457 -3.964 2.542 -0.203
C -4.721 -4.407 3.888 -0.847
N -5.989 -1.614 0.003 -0.567
H -3.129 -3.569 0.309 0.514
H -3.137 -1.750 0.374 0.213
H -3.688 -2.715 -1.006 0.597
H -5.556 -3.571 0.180 0.479
H -6.245 -2.955 2.481 0.456
H -4.792 -1.974 2.655 0.158
H -4.058 -5.268 3.972 0.241
H -5.753 -4.734 4.020 0.360
H -4.487 -3.696 4.681 0.288
H -5.845 -1.607 -0.996 0.386
H -5.575 -0.748 0.317 0.051
C -1.500 5.551 0.102 -1.209
C -2.777 5.351 0.917 2.374
C -2.778 6.250 2.193 -1.287
O -1.739 5.871 3.082 -0.201
C -1.576 6.814 4.199 -1.020
N -3.901 5.607 0.070 -0.668
H -0.605 5.564 0.723 -0.140
H -1.570 6.503 -0.424 0.633
H -1.314 4.779 -0.644 -0.048
H -2.840 4.280 1.112 -0.971
H -3.704 6.107 2.750 0.400
H -2.651 7.263 1.810 0.422
H -1.337 7.821 3.858 0.367
H -0.661 6.509 4.706 0.233
H -2.388 6.884 4.924 0.321
H -3.888 6.560 -0.263 0.265
H -4.724 5.433 0.629 0.415
C 3.935 6.297 2.714 -1.416
C 2.624 5.548 2.471 -0.212
C 2.796 4.465 1.357 0.544
O 3.685 3.387 1.769 -0.544
C 3.560 2.239 0.846 -0.201
N 2.202 4.861 3.670 -0.398
H 4.601 5.538 3.124 0.308
H 3.679 7.151 3.342 0.485
H 4.340 6.767 1.817 0.275
H 1.755 6.175 2.267 0.203
H 3.216 4.955 0.479 0.495
H 1.806 4.085 1.102 -0.503
H 3.956 2.394 -0.158 0.228
H 2.542 1.905 0.647 -0.109
H 4.100 1.385 1.255 0.331
H 2.132 5.591 4.364 0.246
H 2.807 4.126 4.010 0.224
C 1.669 -5.703 1.183 -0.797
C 2.295 -7.142 1.282 0.343
C 1.477 -8.096 0.360 -1.161
O 1.562 -7.569 -0.939 0.178
C 1.235 -8.527 -1.982 -1.181
N 3.677 -6.992 0.824 -0.536
H 1.899 -5.111 2.069 -0.039
H 0.584 -5.797 1.134 0.648
H 1.926 -5.111 0.305 -0.209
H 2.272 -7.521 2.303 0.511
H 0.431 -8.098 0.666 0.333
H 1.985 -9.058 0.295 0.474
H 1.856 -9.421 -1.932 0.420
H 1.377 -8.055 -2.953 0.203
H 0.223 -8.890 -1.800 0.388
H 4.182 -7.824 1.094 0.327
H 3.533 -7.203 -0.153 0.086
C 5.110 -1.844 2.003 -1.430
C 5.224 -3.153 1.239 0.593
C 6.467 -4.011 1.493 -0.816
O 7.544 -3.178 0.941 -0.264
C 8.821 -3.845 1.049 -0.879
N 3.994 -3.925 1.364 0.325
H 5.820 -1.162 1.537 0.403
H 5.349 -1.962 3.059 0.349
H 4.116 -1.399 1.955 0.126
H 5.273 -2.916 0.176 -0.220
H 6.422 -4.980 0.995 0.424
H 6.671 -4.152 2.554 0.432
H 9.572 -3.094 0.805 0.270
H 8.911 -4.755 0.456 0.301
H 8.955 -4.200 2.070 0.322
H 4.048 -4.833 0.926 -0.173
H 3.882 -4.111 2.350 0.181
C -4.548 2.323 -2.218 -0.896
C -5.901 2.873 -1.836 0.436
C -7.036 1.860 -2.130 -1.007
O -7.107 1.336 -3.427 -0.397
C -7.419 2.303 -4.492 -0.709
N -5.867 3.314 -0.459 -0.677
H -4.378 1.321 -1.823 0.098
H -3.789 2.949 -1.749 -0.051
H -4.321 2.303 -3.284 0.353
H -6.039 3.775 -2.432 0.573
H -8.002 2.304 -1.887 0.531
H -6.956 1.028 -1.431 0.228
H -6.654 3.078 -4.531 0.260
H -8.403 2.761 -4.389 0.307
H -7.535 1.832 -5.468 0.289
H -6.732 3.809 -0.298 0.339
H -5.192 4.061 -0.381 -0.021
C 1.953 -0.307 -3.786 -1.073
C 3.149 0.570 -3.477 2.059
C 4.414 -0.218 -3.072 -0.774
O 5.494 0.704 -2.932 -0.342
C 6.743 0.125 -2.582 -0.607
N 3.280 1.485 -4.553 -0.169
H 1.579 -0.917 -2.964 -0.238
H 2.068 -0.983 -4.633 0.726
H 1.103 0.371 -3.866 -0.183
H 2.892 1.142 -2.586 -0.960
H 4.578 -1.023 -3.788 0.334
H 4.201 -0.741 -2.140 0.088
H 7.166 -0.545 -3.331 0.283
H 6.648 -0.511 -1.702 0.128
H 7.415 0.961 -2.391 0.278
H 3.987 2.182 -4.364 0.232
H 3.487 0.986 -5.406 0.254
C -4.924 2.907 3.061 -0.605
C -5.650 1.557 2.705 0.534
C -7.107 1.619 2.618 -0.995
O -7.632 1.762 3.955 -0.363
C -9.094 1.891 4.079 -0.801
N -5.058 1.179 1.399 0.533
H -3.874 2.633 3.163 -0.243
H -5.280 3.399 3.967 0.637
H -4.981 3.638 2.255 -0.091
H -5.319 0.723 3.324 0.336
H -7.469 0.703 2.151 0.522
H -7.436 2.402 1.935 0.265
H -9.380 2.868 3.688 0.318
H -9.232 1.972 5.157 0.261
H -9.658 1.102 3.582 0.297
H -5.308 1.828 0.667 -0.343
H -4.091 1.463 1.324 -0.105
C 3.073 -3.956 -2.621 0.590
C 3.663 -5.093 -3.373 0.137
C 5.116 -4.868 -3.977 -1.274
O 6.096 -4.525 -2.935 -0.068
C 7.393 -4.401 -3.460 -0.855
N 3.666 -6.129 -2.331 -0.400
H 2.910 -3.141 -3.327 0.051
H 3.818 -3.591 -1.915 -0.418
H 2.171 -4.239 -2.079 -0.346
H 3.065 -5.362 -4.244 0.557
H 5.126 -4.104 -4.755 0.481
H 5.338 -5.850 -4.394 0.518
H 7.446 -3.622 -4.221 0.305
H 7.602 -5.354 -3.946 0.366
H 8.085 -4.197 -2.643 0.131
H 4.215 -5.778 -1.559 0.292
H 2.754 -6.203 -1.902 -0.083
C -0.918 -3.950 5.296 -1.529
C -0.370 -2.731 4.566 0.786
C 1.163 -2.473 4.770 0.157
O 1.553 -2.521 6.155 -0.452
C 2.945 -2.494 6.359 -0.692
N -0.704 -2.689 3.140 0.221
H -1.990 -3.890 5.483 0.309
H -0.563 -4.068 6.320 0.398
H -0.723 -4.845 4.705 0.263
H -0.869 -1.909 5.079 -0.033
H 1.408 -1.558 4.230 0.156
H 1.828 -3.203 4.308 -0.070
H 3.298 -1.477 6.188 0.254
H 3.503 -3.191 5.735 0.274
H 3.178 -2.584 7.420 0.301
H -0.719 -1.773 2.715 -0.339
H -1.654 -3.016 3.042 0.060
C 0.255 1.502 4.185 -1.656
C -0.807 2.604 3.974 1.900
C -0.980 3.475 5.243 -0.844
O -1.136 2.688 6.421 -0.342
C -1.421 3.482 7.610 -0.793
N -0.452 3.331 2.772 0.882
H 0.088 0.824 5.022 0.580
H 1.253 1.900 4.369 0.254
H 0.405 0.882 3.302 -0.017
H -1.800 2.174 3.839 -0.341
H -1.844 4.130 5.124 0.295
H -0.106 4.099 5.427 0.329
H -0.525 4.010 7.936 0.297
H -1.931 2.862 8.348 0.278
H -2.091 4.298 7.340 0.289
H -1.015 4.166 2.698 -0.632
H 0.382 3.821 3.063 -0.405
C 2.887 4.076 -2.781 0.542
C 2.985 5.179 -3.882 0.177
C 4.046 6.275 -3.522 -1.118
O 4.011 6.740 -2.182 -0.320
C 2.890 7.508 -1.785 -0.646
N 3.398 4.482 -5.002 -0.770
H 2.086 3.355 -2.941 -0.062
H 2.733 4.620 -1.849 -0.435
H 3.866 3.598 -2.742 0.128
H 2.041 5.710 -4.004 0.444
H 4.003 7.166 -4.148 0.451
H 5.006 5.812 -3.753 0.292
H 3.083 7.948 -0.806 0.207
H 1.939 6.975 -1.771 0.191
H 2.816 8.334 -2.492 0.393
H 4.275 3.998 -4.877 0.382
H 2.807 3.670 -5.109 0.226
C -0.341 1.976 -1.054 0.687
C -1.110 0.944 -0.185 0.541
C -0.136 -0.114 0.503 -0.057
O 0.488 -0.999 -0.441 0.824
C 1.397 -1.945 0.155 0.363
N -1.813 1.726 0.826 1.820
H 0.361 1.408 -1.663 -0.356
H 0.328 2.588 -0.449 -0.737
H -1.002 2.547 -1.706 0.258
H -1.838 0.420 -0.804 0.098
H -0.689 -0.754 1.190 -0.710
H 0.534 0.397 1.194 -0.622
H 2.193 -2.342 -0.475 -0.911
H 0.817 -2.820 0.448 0.391
H 1.834 -1.456 1.026 -0.024
H -1.228 1.986 1.607 -0.552
H -2.004 2.584 0.328 -0.720
C -2.210 -7.036 -0.898 -1.071
C -2.393 -5.848 -1.840 1.227
C -1.003 -5.396 -2.298 -0.162
O -1.219 -4.348 -3.233 -0.502
C -1.048 -3.065 -2.579 0.269
N -3.100 -6.290 -2.971 -0.813
H -1.521 -7.813 -1.230 -0.128
H -3.187 -7.509 -0.799 0.551
H -1.920 -6.686 0.093 0.234
H -2.850 -5.006 -1.320 -0.755
H -0.577 -6.282 -2.770 0.358
H -0.316 -5.191 -1.478 -0.038
H -1.572 -2.980 -1.627 0.015
H -1.380 -2.235 -3.203 -0.103
H 0.012 -2.925 -2.368 -0.018
H -3.136 -5.492 -3.589 0.369
H -2.398 -6.901 -3.362 0.394
```

Output
Max |F| = 3.89 eV Å⁻¹
Relative energy (zero: lowest compared OMol25 entry of this formula, charge and spin) = 139.5 kcal per mole
Charge = 0

=====

| no. | Kohn-Sham gap (eV) |
| --- | --- |
| 1 | 8.5 |
| 2 | 8.7 |